(1)
Below is a 3-piece molecular cluster, C22H28BBrFN2O7S overall, with properties calculated with ωB97M-V/def2-TZVPD.

Cartesian coordinates (Å):
C (-3.6959, -3.3015, 0.6020)
C (-4.5027, -2.1913, 1.2608)
S (-3.6390, -0.6087, 1.5103)
C (-2.1358, -0.6629, 0.4988)
C (-2.2677, 0.0998, -0.8289)
C (-3.3917, -0.4797, -1.7107)
O (-2.8034, -1.6832, -2.1533)
B (-1.5264, -1.1673, -2.6847)
C (-0.2544, -2.2858, -2.6898)
C (-0.0062, -2.8901, -1.3806)
O (0.7037, -2.5266, -0.4706)
Br (-1.0802, -4.5892, -1.0877)
C (-1.6154, -0.5557, -4.2205)
C (-2.8971, -0.8963, -4.9672)
C (-2.7113, -1.8401, -6.1495)
F (-3.4751, 0.3044, -5.5051)
O (-1.1449, -0.1262, -1.6541)
H (-2.7079, -3.4164, 1.0525)
H (-3.5814, -3.1607, -0.4730)
H (-4.2208, -4.2520, 0.7613)
H (-5.4123, -2.0072, 0.6821)
H (-4.8107, -2.5282, 2.2548)
H (-1.7554, -1.6692, 0.3278)
H (-1.3977, -0.1572, 1.1234)
H (-2.3796, 1.1738, -0.6304)
H (-3.4854, 0.2429, -2.5403)
H (-4.3784, -0.6149, -1.2621)
H (-0.4406, -3.0675, -3.4295)
H (0.6471, -1.7242, -2.9515)
H (-1.4914, 0.5309, -4.2220)
H (-0.7728, -0.9491, -4.8045)
H (-3.6686, -1.2927, -4.3034)
H (-1.9441, -2.5816, -5.9086)
H (-3.6313, -2.3959, -6.3558)
H (-2.4102, -1.2823, -7.0389)
C (3.0360, -0.3034, 1.8909)
C (4.0165, 0.2240, 2.7251)
C (4.9998, -0.5877, 3.2656)
C (4.9839, -1.9341, 2.9509)
C (4.0185, -2.4859, 2.1264)
C (3.0335, -1.6653, 1.5942)
N (6.0340, -2.8008, 3.5046)
O (6.8597, -2.2960, 4.2425)
O (6.0261, -3.9759, 3.1976)
H (2.2895, 0.3578, 1.4849)
H (4.0135, 1.2821, 2.9527)
H (5.7638, -0.1864, 3.9144)
H (4.0350, -3.5421, 1.9020)
H (2.2851, -2.1011, 0.9412)
C (2.0002, 7.1022, 2.8851)
C (3.0366, 6.2882, 2.4454)
C (2.7766, 4.9874, 2.0429)
C (1.4730, 4.5304, 2.0895)
C (0.4257, 5.3193, 2.5263)
C (0.6990, 6.6177, 2.9277)
N (1.1836, 3.1536, 1.6489)
O (2.1252, 2.4728, 1.2912)
O (0.0318, 2.7928, 1.6755)
H (2.2073, 8.1185, 3.1939)
H (4.0493, 6.6663, 2.4123)
H (3.5686, 4.3402, 1.6966)
H (-0.5798, 4.9252, 2.5494)
H (-0.1069, 7.2518, 3.2713)

Forces on atoms 1 to 2 (eV/Å):
C -0.2 -0.2 0.2
C -0.1 -0.3 -0.2

Output
M ... 574.25 u
LUMO level ... 1.03 eV
E ... -124851.25623 eV
Maximum force ... 2.31 eV/Å
Total charge ... -1


(2)
Below is an isolated ion of composition C22H28ClN2OS and charge +1, with properties calculated with ωB97M-V/def2-TZVPD.

Cartesian coordinates (Å):
C (-4.1194, -2.9352, -2.2851)
O (-4.1723, -2.2528, -1.0578)
C (-4.2807, -0.8561, -1.2036)
C (-4.5763, -0.2172, 0.1542)
C (-3.7605, -0.7974, 1.3195)
N (-2.3255, -0.6104, 1.3058)
C (-1.8454, 0.7456, 1.2360)
C (-0.4140, 0.7856, 1.7772)
N (0.4361, -0.1203, 0.9784)
C (1.8865, -0.1010, 1.3233)
C (2.4687, 1.3117, 1.4654)
C (2.2206, 2.3506, 0.3920)
C (2.4573, 3.6689, 0.7888)
C (2.3229, 4.7390, -0.0721)
C (1.9452, 4.5178, -1.3861)
C (1.7154, 3.2255, -1.8087)
C (1.8536, 2.1506, -0.9355)
S (1.4156, 0.5837, -1.7069)
C (2.6097, -0.5820, -1.0599)
C (3.4050, -1.2557, -1.9746)
C (4.3077, -2.2092, -1.5457)
C (4.4090, -2.4904, -0.1892)
Cl (5.5262, -3.6701, 0.3701)
C (3.6055, -1.8219, 0.7264)
C (2.6918, -0.8688, 0.3010)
C (-0.1163, -1.4939, 1.0183)
C (-1.5376, -1.4708, 0.4595)
H (-3.2438, -2.6300, -2.8728)
H (-5.0211, -2.7544, -2.8804)
H (-4.0480, -3.9945, -2.0492)
H (-3.3501, -0.4521, -1.6391)
H (-5.0944, -0.6092, -1.9016)
H (-4.4250, 0.8604, 0.0746)
H (-5.6250, -0.3918, 0.3954)
H (-4.1284, -0.3457, 2.2456)
H (-3.9449, -1.8706, 1.3659)
H (-2.4751, 1.3824, 1.8585)
H (-1.8488, 1.1549, 0.2084)
H (-0.0265, 1.8017, 1.7113)
H (-0.4026, 0.4483, 2.8155)
H (0.3998, 0.1950, -0.0329)
H (1.9900, -0.5971, 2.2950)
H (2.1467, 1.7377, 2.4186)
H (3.5536, 1.1794, 1.5455)
H (2.7589, 3.8492, 1.8102)
H (2.5145, 5.7395, 0.2810)
H (1.8375, 5.3387, -2.0763)
H (1.4253, 3.0286, -2.8294)
H (3.3143, -1.0259, -3.0247)
H (4.9311, -2.7277, -2.2554)
H (3.6986, -2.0507, 1.7766)
H (0.5249, -2.1514, 0.4298)
H (-0.1334, -1.8320, 2.0561)
H (-1.9611, -2.4741, 0.4736)
H (-1.4961, -1.1344, -0.5909)

Forces on atoms 1 to 2 (eV/Å):
C 0.0 -0.1 -0.1
O -0.1 0.2 0.3

Output
M ... 404.00 u
LUMO level ... -2.37 eV
Structure (SMILES) ... COCCCN1CC[NH+]([C@@H]2Cc3ccccc3Sc3ccc(Cl)cc32)CC1
E ... -51647.95722 eV
Maximum force ... 0.90 eV/Å
Total charge ... +1


(3)
Below is C22H28F10N4OPtSSi as an isolated structure, with properties calculated with ωB97M-V/def2-TZVPD.

Cartesian coordinates (Å):
Pt (-0.8053, -0.4446, 0.0241)
C (-0.6145, -0.1024, 4.4077)
Si (-1.0770, -1.5229, 3.1945)
C (-2.8757, -1.2766, 2.6127)
C (-1.0867, -3.1394, 4.2269)
N (-0.0578, -1.4261, 1.7926)
C (1.1873, -1.9391, 1.6450)
C (1.6313, -3.1173, 2.2766)
C (2.8772, -3.6534, 2.0379)
C (3.7696, -3.0360, 1.1746)
C (3.4007, -1.8416, 0.5769)
C (2.1509, -1.3253, 0.8204)
F (1.8490, -0.1129, 0.2582)
H (-0.8645, -0.3761, 5.4271)
H (-1.1730, 0.7957, 4.1648)
H (0.4416, 0.1445, 4.3774)
H (-3.4054, -0.5774, 3.2522)
H (-3.4180, -2.2159, 2.6334)
H (-2.9170, -0.9038, 1.5907)
H (-1.9242, -3.1068, 4.9192)
H (-0.1839, -3.2761, 4.8158)
H (-1.2199, -4.0117, 3.5931)
H (0.9528, -3.6171, 2.9414)
H (3.1583, -4.5717, 2.5322)
H (4.7348, -3.4702, 0.9696)
H (4.0688, -1.2995, -0.0751)
C (-1.4354, 0.2886, -5.7267)
N (-1.4865, 0.8200, -4.3853)
C (-0.5775, 0.6098, -3.4193)
S (-0.8714, 1.3398, -1.9211)
N (0.5584, -0.0187, -3.7231)
C (1.5516, -0.3395, -2.7299)
H (-2.3541, 0.5569, -6.2380)
H (-1.3528, -0.8016, -5.7201)
H (-0.5927, 0.7125, -6.2783)
H (-2.3168, 1.3104, -4.0925)
H (0.5625, -0.6054, -4.5447)
H (1.6944, 0.5260, -2.0869)
H (2.4860, -0.5851, -3.2276)
H (1.2273, -1.1832, -2.1160)
F (-0.9618, -2.6773, -4.1509)
C (-1.7391, -3.4009, -3.3324)
F (-1.1243, -4.5705, -3.1740)
F (-2.8678, -3.6423, -4.0137)
C (-1.9568, -2.6435, -1.9823)
O (-0.8868, -1.9269, -1.7055)
C (-3.2381, -1.7600, -2.1583)
F (-3.3467, -0.8510, -1.1824)
F (-4.3882, -2.4405, -2.1757)
F (-3.1799, -1.0720, -3.3074)
C (-2.2528, -3.7080, -0.8864)
F (-1.1440, -4.3556, -0.5387)
F (-2.7292, -3.1300, 0.2189)
F (-3.1516, -4.6302, -1.2586)
C (-1.3955, 4.7394, 3.8779)
C (-1.2954, 3.5730, 2.9526)
C (-2.4117, 2.9683, 2.3849)
C (-2.2458, 1.9255, 1.4926)
N (-1.0467, 1.4621, 1.1590)
C (0.0313, 2.0311, 1.6902)
C (-0.0477, 3.0768, 2.5846)
H (-2.4228, 4.9226, 4.1768)
H (-1.0164, 5.6291, 3.3756)
H (-0.7853, 4.5800, 4.7644)
H (-3.4028, 3.3176, 2.6257)
H (-3.0964, 1.4580, 1.0156)
H (0.9884, 1.6504, 1.3700)
H (0.8528, 3.5120, 2.9895)

Forces on atoms 1 to 2 (eV/Å):
Pt 0.1 1.5 -0.8
C -0.2 -0.6 -0.5

Output
M ... 809.70 u
LUMO level ... -0.34 eV
E ... -80413.23495 eV
Maximum force ... 2.33 eV/Å


(4)
Below is C22H28KN2O4P as an isolated structure, with properties calculated with ωB97M-V/def2-TZVPD.

Cartesian coordinates (Å):
K (-0.7485, -1.1268, 0.8997)
C (-1.2716, 0.9760, 3.8135)
O (-2.1255, 0.3006, 2.9071)
C (-3.0735, -0.5300, 3.5631)
C (-2.5236, -1.9060, 3.8638)
O (-2.3349, -2.5916, 2.6450)
C (-1.7745, -3.8873, 2.8385)
H (-1.8430, 1.6640, 4.4448)
H (-0.5575, 1.5427, 3.2221)
H (-0.7262, 0.2789, 4.4579)
H (-3.9278, -0.6282, 2.8921)
H (-3.4152, -0.0558, 4.4897)
H (-3.2399, -2.4431, 4.4999)
H (-1.5734, -1.8390, 4.4110)
H (-2.4012, -4.4726, 3.5187)
H (-0.7628, -3.8123, 3.2481)
H (-1.7067, -4.3698, 1.8687)
C (1.3361, -5.9844, -1.1613)
N (1.2939, -4.5786, -1.5159)
C (1.6651, -4.1363, -2.7561)
C (1.5727, -2.8442, -3.1047)
C (1.0584, -1.8918, -2.1233)
O (0.8980, -0.6936, -2.3935)
N (0.7584, -2.3704, -0.8848)
C (0.8004, -3.6715, -0.5713)
O (0.4123, -4.1142, 0.5242)
H (1.8667, -6.5279, -1.9411)
H (0.3298, -6.3917, -1.0564)
H (1.8521, -6.1148, -0.2124)
H (2.0325, -4.8969, -3.4332)
H (1.8638, -2.5083, -4.0876)
C (-0.1558, 3.5172, 1.3408)
P (-0.0284, 2.1319, 0.1381)
C (-0.9208, 2.7912, -1.3124)
C (-0.7827, 2.0771, -2.5061)
C (-1.4452, 2.5006, -3.6464)
C (-2.2601, 3.6263, -3.6111)
C (-2.4088, 4.3292, -2.4266)
C (-1.7401, 3.9140, -1.2803)
C (1.7044, 2.3144, -0.4134)
C (2.5177, 1.1855, -0.4226)
C (3.8422, 1.2763, -0.8315)
C (4.3587, 2.4957, -1.2378)
C (3.5490, 3.6256, -1.2471)
C (2.2284, 3.5331, -0.8415)
H (-1.1588, 3.5554, 1.7681)
H (0.0839, 4.4853, 0.8998)
H (0.5552, 3.3274, 2.1460)
H (-0.1573, 1.1900, -2.5414)
H (-1.3259, 1.9439, -4.5672)
H (-2.7775, 3.9514, -4.5046)
H (-3.0423, 5.2066, -2.3879)
H (-1.8697, 4.4812, -0.3668)
H (2.1081, 0.2203, -0.1509)
H (4.4605, 0.3881, -0.8461)
H (5.3891, 2.5688, -1.5619)
H (3.9470, 4.5758, -1.5800)
H (1.5949, 4.4125, -0.8757)

Forces on atoms 1 to 2 (eV/Å):
K 0.0 -0.1 -0.1
C 0.0 0.0 0.0

Output
M ... 454.55 u
LUMO level ... 0.17 eV
E ... -60053.71842 eV
Maximum force ... 0.24 eV/Å


(5)
Below is a single C22H28N2O2 molecule, with properties calculated with ωB97M-V/def2-TZVPD.

Cartesian coordinates (Å):
C (-4.5044, 5.0915, -4.0445)
C (-3.0928, 4.7006, -3.6357)
O (-2.8618, 3.3850, -4.0985)
C (-1.6501, 2.8099, -3.8793)
C (-0.5904, 3.4014, -3.1988)
C (0.6001, 2.7133, -3.0408)
C (0.7706, 1.4330, -3.5498)
C (2.0577, 0.6960, -3.3397)
C (2.2137, 0.1137, -1.9293)
O (3.3030, -0.0362, -1.4196)
N (1.0459, -0.2336, -1.3518)
C (0.9160, -0.8229, -0.0281)
C (1.6074, -2.1842, 0.0556)
C (1.4231, -2.7659, 1.4541)
N (1.9952, -1.8693, 2.4364)
C (2.1256, -2.4521, 3.7642)
C (0.8125, -2.7826, 4.4332)
C (0.2013, -4.0140, 4.2281)
C (-1.0353, -4.2914, 4.7839)
C (-1.6797, -3.3395, 5.5552)
C (-1.0767, -2.1127, 5.7737)
C (0.1593, -1.8377, 5.2160)
C (1.3273, -0.5845, 2.4229)
C (1.5037, 0.0771, 1.0593)
C (-0.2971, 0.8471, -4.2256)
C (-1.4882, 1.5212, -4.3907)
H (-5.2213, 4.4030, -3.6058)
H (-4.6017, 5.0494, -5.1258)
H (-4.7224, 6.0999, -3.7047)
H (-2.9900, 4.7400, -2.5420)
H (-2.3637, 5.3912, -4.0821)
H (-0.6783, 4.3960, -2.7906)
H (1.4152, 3.1841, -2.5107)
H (2.1363, -0.1421, -4.0367)
H (2.9152, 1.3499, -3.5068)
H (0.2002, -0.0408, -1.8653)
H (-0.1584, -0.9520, 0.1520)
H (1.1931, -2.8666, -0.6890)
H (2.6692, -2.0445, -0.1437)
H (1.9440, -3.7242, 1.5196)
H (0.3461, -2.9448, 1.6352)
H (2.7287, -3.3588, 3.6602)
H (2.6839, -1.7374, 4.3759)
H (0.7026, -4.7657, 3.6348)
H (-1.4967, -5.2540, 4.6158)
H (-2.6453, -3.5548, 5.9889)
H (-1.5702, -1.3680, 6.3815)
H (0.6278, -0.8804, 5.3970)
H (1.7807, 0.0452, 3.1921)
H (0.2474, -0.6782, 2.6462)
H (1.0114, 1.0515, 1.0509)
H (2.5650, 0.2147, 0.8565)
H (-0.1901, -0.1479, -4.6348)
H (-2.3145, 1.0725, -4.9191)

Forces on atoms 1 to 2 (eV/Å):
C 0.4 -0.2 0.1
C -0.1 0.4 0.1

Output
M ... 352.48 u
LUMO level ... 0.71 eV
Structure (SMILES) ... CCOc1ccc(CC(=O)NC2CCN(Cc3ccccc3)CC2)cc1
E ... -30344.37499 eV
Maximum force ... 0.62 eV/Å


(6)
Below is a single C22H28N2O3 molecule, with properties calculated with ωB97M-V/def2-TZVPD.

Cartesian coordinates (Å):
C (-8.7920, -2.3992, 0.5378)
C (-7.7476, -2.4489, -0.5792)
C (-6.6899, -1.4040, -0.3622)
C (-5.5549, -1.6822, 0.3826)
C (-4.5912, -0.7173, 0.6240)
C (-4.7532, 0.5642, 0.1125)
O (-3.8785, 1.5946, 0.2848)
C (-2.6768, 1.3564, 0.9867)
C (-1.8390, 2.6297, 0.8996)
C (-1.2612, 2.8122, -0.5100)
C (-0.1761, 1.7760, -0.7625)
O (-0.3933, 0.7170, -1.3100)
N (1.0324, 2.1558, -0.2639)
C (2.2435, 1.4502, -0.2464)
C (3.3489, 2.0589, 0.3442)
C (4.5652, 1.4151, 0.3989)
C (4.7312, 0.1372, -0.1455)
N (5.9580, -0.5101, -0.0183)
C (7.1679, 0.1895, -0.4085)
C (8.3605, -0.4344, 0.3177)
O (8.4726, -1.8057, 0.0180)
C (7.2952, -2.4858, 0.3818)
C (6.0614, -1.9201, -0.3308)
C (3.6165, -0.4616, -0.7357)
C (2.3930, 0.1776, -0.7834)
C (-5.8950, 0.8545, -0.6349)
C (-6.8455, -0.1166, -0.8644)
H (-9.5580, -3.1552, 0.3794)
H (-9.2683, -1.4217, 0.5660)
H (-8.3217, -2.5771, 1.5023)
H (-8.2403, -2.2818, -1.5393)
H (-7.2898, -3.4401, -0.5992)
H (-5.4121, -2.6755, 0.7845)
H (-3.7219, -0.9785, 1.2067)
H (-2.1296, 0.5185, 0.5371)
H (-2.8949, 1.1185, 2.0381)
H (-1.0358, 2.5800, 1.6379)
H (-2.4822, 3.4778, 1.1404)
H (-2.0615, 2.6612, -1.2344)
H (-0.8612, 3.8209, -0.6257)
H (1.0805, 3.0669, 0.1710)
H (3.2506, 3.0466, 0.7750)
H (5.3933, 1.9051, 0.8877)
H (7.3297, 0.0958, -1.4956)
H (7.0942, 1.2462, -0.1588)
H (8.2377, -0.2979, 1.4032)
H (9.2951, 0.0280, -0.0043)
H (7.1440, -2.4105, 1.4698)
H (7.4485, -3.5311, 0.1090)
H (6.1607, -2.0918, -1.4150)
H (5.1781, -2.4412, 0.0396)
H (3.6954, -1.4393, -1.1834)
H (1.5508, -0.3053, -1.2491)
H (-6.0111, 1.8527, -1.0277)
H (-7.7221, 0.1256, -1.4482)

Forces on atoms 1 to 2 (eV/Å):
C 0.0 -0.1 -0.2
C -0.1 0.1 0.2

Output
M ... 368.48 u
LUMO level ... 0.68 eV
Structure (SMILES) ... CCc1ccc(OCCCC(=O)Nc2ccc(N3CCOCC3)cc2)cc1
E ... -32391.27638 eV
Maximum force ... 0.65 eV/Å


Q: Which formula does entry 5 have?
A: C22H28N2O2


Q: Which value of maximum force does entry 3 give?
A: 2.33 eV/Å


Q: Among the records above, which one has the lowest M?
A: C22H28N2O2